The following is a quantum chemistry calculation of an isolated molecule of C2H4OP2 in a non-equilibrium geometry, from the Open Molecules 2025 dataset.

Positions of all 9 atoms, in Å:
C1 1.358 0.921 -1.576
C2 0.810 0.037 -0.927
O1 -1.885 -0.897 -0.225
P1 -0.304 -0.140 1.906
P2 0.124 -1.220 0.133
H1 1.955 1.611 -2.052
H2 -2.266 -1.805 -0.466
H3 -0.835 1.054 1.096
H4 1.042 0.439 2.111

Cartesian forces, eV/Å:
-1.2 -2.1 1.4
0.3 -0.8 0.3
-0.3 -2.4 -0.7
0.3 2.3 0.7
0.0 2.1 -2.3
0.7 1.2 -0.8
0.5 1.8 0.5
0.8 -1.6 1.1
-1.1 -0.4 -0.2

Results
Kohn-Sham gap (alpha / beta) ... 7.5 / 6.2 eV
Energy ... -22757.0539 eV
HOMO level (alpha / beta) ... -6.6 / -9.7 eV
2S+1 ... 3
<S²> ... 2.0237
ΔE to the lowest compared entry with this formula, charge and spin ... 81.8 kcal/mol